Record 1
Here is a structure of composition C37H50BiN4OS3Si from OMol25. Energies are from ωB97M-V with the def2-TZVPD basis set.

Last column: Mulliken charge in e.
CARTESIAN COORDINATES (ANGSTROEM)
Bi: -0.087 -0.040 -0.626  1.074
C: -0.477 -2.938 -1.919  -1.099
N: 0.568 -1.933 -2.186  1.232
C: 1.905 -2.492 -1.952  -1.188
C: 0.415 -1.380 -3.516  -0.049
C: 1.112 -1.879 -4.605  -0.297
C: 0.921 -1.349 -5.871  -1.039
C: 0.035 -0.298 -6.036  -1.284
C: -0.648 0.222 -4.951  -0.916
C: -0.488 -0.317 -3.669  0.362
N: -1.115 0.176 -2.521  0.544
C: -2.315 0.889 -2.560  0.375
C: -3.256 0.732 -3.586  -0.801
C: -4.404 1.500 -3.634  -0.820
C: -4.654 2.446 -2.650  -1.030
C: -3.783 2.544 -1.581  -0.700
C: -2.637 1.766 -1.515  -0.062
N: -1.867 1.695 -0.281  1.461
C: -1.367 2.978 0.240  -0.822
C: -2.744 1.060 0.727  -0.775
H: -0.362 -3.804 -2.576  0.299
H: -1.461 -2.499 -2.088  0.338
H: -0.421 -3.271 -0.880  0.307
H: 2.094 -3.373 -2.570  0.419
H: 1.991 -2.787 -0.913  -0.091
H: 2.657 -1.735 -2.172  0.438
H: 1.820 -2.686 -4.484  0.386
H: 1.462 -1.758 -6.713  0.425
H: -0.118 0.131 -7.018  0.423
H: -1.308 1.064 -5.098  0.556
H: -3.087 -0.022 -4.341  0.562
H: -5.109 1.359 -4.442  0.434
H: -5.542 3.062 -2.687  0.439
H: -4.018 3.232 -0.778  0.363
H: -2.156 3.732 0.279  0.299
H: -0.551 3.353 -0.370  0.071
H: -0.996 2.821 1.253  0.122
H: -3.568 1.723 1.001  0.456
H: -2.180 0.815 1.621  -0.182
H: -3.163 0.143 0.318  0.363
C: -4.006 -1.530 4.948  -0.665
C: -4.044 -2.479 3.748  -0.876
S: -2.808 -2.190 2.455  0.083
C: -1.242 -2.671 3.232  -0.615
C: -0.586 -1.649 4.162  0.175
S: -0.453 0.022 3.440  0.183
C: -1.101 1.121 4.750  -0.902
C: -2.336 0.686 5.525  -0.870
S: -3.788 0.237 4.513  -0.052
H: -3.197 -1.793 5.626  0.306
H: -4.944 -1.609 5.496  0.504
H: -4.992 -2.383 3.219  0.401
H: -3.946 -3.509 4.095  0.387
H: -0.587 -2.858 2.382  -0.229
H: -1.392 -3.612 3.764  0.584
H: 0.425 -1.984 4.395  -0.735
H: -1.145 -1.552 5.088  0.627
H: -1.302 2.050 4.215  0.379
H: -0.293 1.305 5.460  0.505
H: -2.637 1.524 6.153  0.507
H: -2.120 -0.151 6.185  0.415
C: 2.646 1.882 -3.806  -1.079
Si: 1.629 2.443 -2.315  0.297
C: 0.015 2.967 -3.138  -0.681
C: 2.129 4.010 -1.358  -1.436
N: 1.658 1.097 -1.137  0.637
C: 2.907 0.765 -0.558  0.502
C: 4.073 1.447 -0.946  -0.735
C: 5.339 1.123 -0.498  -1.290
C: 5.515 0.048 0.355  -0.850
C: 4.391 -0.622 0.794  -0.784
C: 3.114 -0.236 0.404  0.401
O: 1.998 -0.897 0.928  1.288
C: 2.099 -1.463 2.194  -0.453
C: 2.492 -0.710 3.294  0.221
C: 2.626 -1.319 4.529  -0.727
C: 2.345 -2.672 4.681  -0.940
C: 1.912 -3.407 3.589  -0.598
C: 1.788 -2.805 2.344  -0.379
H: 2.649 2.650 -4.583  0.423
H: 2.175 0.992 -4.234  0.149
H: 3.682 1.631 -3.583  0.421
H: 0.302 3.765 -3.829  0.635
H: -0.757 3.377 -2.491  0.428
H: -0.435 2.181 -3.735  -0.218
H: 1.638 4.886 -1.787  0.463
H: 3.199 4.218 -1.358  0.415
H: 1.824 3.932 -0.312  0.337
H: 3.989 2.266 -1.639  0.216
H: 6.186 1.704 -0.835  0.436
H: 6.497 -0.262 0.683  0.447
H: 4.501 -1.459 1.468  0.529
H: 2.706 0.343 3.167  0.488
H: 2.954 -0.737 5.380  0.453
H: 2.456 -3.146 5.647  0.428
H: 1.686 -4.459 3.695  0.461
H: 1.466 -3.388 1.490  0.390

As for the total energy: -93407.339 eV. For the maximum force, the calculation gives 0.8 eV Å⁻¹. As for the net charge: +1.



Record 2
Here is a structure of composition C37H50BrN3O6P2ReS from OMol25. Energies are from ωB97M-V with the def2-TZVPD basis set.

Last column: Mulliken spin population.
CARTESIAN COORDINATES (ANGSTROEM)
Re: -0.122 0.664 0.399  -0.041
Br: -4.413 2.359 6.222  0.321
C: -3.129 2.230 4.987  0.187
C: -2.084 3.204 4.949  0.102
C: -1.094 3.084 4.021  -0.022
C: -1.096 1.998 3.106  0.207
C: -2.151 1.058 3.128  -0.007
C: -3.153 1.156 4.048  0.110
N: -0.070 1.824 2.149  -0.009
C: 1.112 2.349 2.400  0.020
C: 2.103 2.228 1.397  0.039
C: 3.379 2.776 1.494  0.033
C: 4.237 2.651 0.417  -0.013
C: 3.793 1.978 -0.717  0.028
C: 2.521 1.433 -0.757  -0.006
N: 1.676 1.551 0.284  0.026
H: -2.092 4.027 5.651  0.001
H: -0.336 3.853 3.982  -0.002
H: -2.145 0.224 2.438  -0.002
H: -3.952 0.429 4.085  0.001
H: 1.348 2.842 3.335  -0.002
H: 3.676 3.295 2.395  0.000
H: 5.233 3.070 0.455  0.001
H: 4.436 1.866 -1.580  0.000
H: 2.151 0.895 -1.618  0.001
C: -2.362 -2.210 -3.128  0.001
C: -2.238 -2.878 -1.783  0.000
C: -2.877 -2.123 -0.643  0.000
O: -0.803 -3.127 -1.446  -0.001
P: 0.394 -2.161 -1.421  0.009
O: -0.003 -0.717 -1.124  0.012
C: 1.419 -2.769 -0.076  -0.001
P: 0.855 -2.360 1.579  -0.003
O: 0.444 -0.885 1.604  0.014
O: -0.352 -3.224 1.963  0.000
C: -0.252 -4.703 2.326  0.000
C: -1.165 -5.445 1.390  0.000
C: -0.617 -4.806 3.782  0.000
O: 2.009 -2.689 2.544  0.001
C: 3.190 -1.829 2.858  -0.001
C: 4.359 -2.765 3.027  0.000
C: 2.857 -1.023 4.088  -0.002
O: 1.190 -2.144 -2.730  -0.001
C: 1.642 -3.266 -3.651  0.000
C: 2.028 -4.500 -2.875  0.000
C: 0.560 -3.499 -4.671  0.001
H: -3.422 -2.083 -3.352  0.000
H: -1.927 -2.816 -3.920  0.000
H: -1.890 -1.224 -3.133  0.000
H: -2.632 -3.891 -1.824  0.000
H: -2.518 -1.087 -0.609  -0.001
H: -2.682 -2.605 0.313  0.000
H: -3.955 -2.093 -0.803  0.000
H: 2.428 -2.365 -0.204  0.000
H: 1.482 -3.858 -0.145  0.000
H: 0.790 -4.988 2.174  0.000
H: -2.207 -5.175 1.568  0.000
H: -1.058 -6.514 1.576  0.000
H: -0.918 -5.256 0.344  0.000
H: -1.631 -4.443 3.949  0.000
H: 0.077 -4.249 4.410  0.000
H: -0.578 -5.855 4.081  0.000
H: 3.342 -1.176 1.992  0.002
H: 4.179 -3.450 3.856  0.000
H: 5.256 -2.188 3.251  0.000
H: 4.542 -3.348 2.125  0.000
H: 2.691 -1.681 4.941  0.000
H: 1.962 -0.414 3.939  -0.001
H: 3.697 -0.371 4.327  0.000
H: 2.518 -2.817 -4.110  0.000
H: 1.168 -4.943 -2.366  0.000
H: 2.836 -4.314 -2.167  0.000
H: 2.392 -5.244 -3.585  0.000
H: -0.293 -4.020 -4.233  0.000
H: 0.962 -4.129 -5.464  0.000
H: 0.230 -2.564 -5.123  0.000
N: -1.146 1.941 -0.625  0.000
S: -0.954 3.608 -0.779  -0.006
C: 0.139 3.797 -2.161  -0.003
C: 0.298 2.808 -3.122  0.003
C: 1.120 3.078 -4.208  0.002
C: 1.756 4.309 -4.315  -0.001
C: 1.584 5.283 -3.340  0.001
C: 0.771 5.033 -2.243  -0.001
C: -2.499 4.209 -1.340  0.002
C: -3.019 3.802 -2.569  0.000
C: -4.235 4.325 -2.964  0.000
C: -4.896 5.247 -2.152  0.000
C: -4.355 5.652 -0.942  0.000
C: -3.141 5.128 -0.517  0.001
H: -1.947 1.618 -1.171  0.003
H: -0.215 1.858 -3.042  -0.001
H: 1.248 2.334 -4.983  0.000
H: 2.384 4.515 -5.172  0.000
H: 2.077 6.242 -3.433  0.000
H: 0.624 5.794 -1.486  0.000
H: -2.473 3.132 -3.223  -0.001
H: -4.662 4.037 -3.915  0.000
H: -5.839 5.665 -2.481  0.000
H: -4.869 6.381 -0.331  0.000
H: -2.700 5.444 0.420  0.000

As for the total energy: -157489.158 eV. For the maximum force, the calculation gives 0.7 eV Å⁻¹. As for the net charge: +4. The spin multiplicity is 2.



> Which value of net charge does entry 2 give?

+4